No. 1
# C34H94N4O20

A cluster of 11 separate species, C34H94N4O20 in total (ωB97M-V/def2-TZVPD, the OMol25 dataset).

## Properties
HOMO level, eV: -8.70
Relative energy (zero: lowest compared OMol25 entry of this formula, charge and spin), kJ/mol: 842.56
SMILES: COC[C@H](C)N.COC[C@H](C)N.COCCNCCOC.COCCNCCOC.OCCO.OCCO.OCCO.OCCO.OCCO.OCCO.OCCO

```
152
Properties=species:S:1:pos:R:3:forces:R:3
C 13.01603 -16.04305 2.78690 -0.9 0.8 -0.1
O 13.11463 -14.81613 3.53014 -0.2 -1.0 0.6
C 12.35192 -13.70354 3.03956 2.4 0.3 1.3
C 12.66108 -12.53394 4.00643 -2.1 0.6 1.7
C 11.91795 -12.65932 5.34216 1.0 0.3 0.5
N 12.13544 -11.22959 3.53962 0.9 -0.6 -1.7
H 13.55511 -16.91468 3.15805 1.0 0.8 0.4
H 13.28735 -15.79866 1.75989 -0.1 -0.5 -0.2
H 12.01863 -16.47626 2.86199 -0.6 0.5 -0.4
H 12.85786 -13.41451 2.11837 -0.8 -0.1 -0.8
H 11.27300 -13.85836 3.04752 0.0 -0.2 -0.5
H 13.70609 -12.37812 4.27433 0.2 -0.4 -0.7
H 12.33703 -13.44506 5.97071 -0.7 -0.5 -0.1
H 10.83907 -12.59288 5.20176 -0.1 -0.9 0.0
H 12.11422 -11.74739 5.90604 0.2 0.2 0.0
H 12.40885 -11.24813 2.56751 0.4 0.9 -0.6
H 11.13524 -11.26706 3.40433 -0.5 -0.2 0.6
C 9.70531 -21.00705 -3.01139 0.9 0.8 -1.0
O 8.96951 -21.28872 -1.87086 -0.2 -1.0 0.7
C 8.11638 -22.40898 -2.01676 -0.5 -1.7 0.6
C 8.05135 -23.38294 -0.75325 -1.1 3.7 1.9
C 9.35445 -23.80470 -0.23781 2.0 0.5 -0.6
N 7.09681 -24.43913 -0.75844 -0.7 0.2 -2.0
H 9.18813 -20.40863 -3.76140 -0.6 0.3 0.1
H 10.05535 -21.85786 -3.59594 0.0 -0.6 0.4
H 10.58625 -20.42269 -2.74576 0.0 -0.1 0.3
H 7.10840 -22.06751 -2.25228 -0.2 -0.1 0.0
H 8.45337 -23.05512 -2.82734 0.2 0.1 -0.5
H 7.66063 -22.72823 0.02572 -0.1 0.6 0.2
H 9.84795 -24.25338 -1.09993 0.7 -0.7 0.4
H 9.30881 -24.42927 0.65434 -0.1 -0.3 -0.3
H 9.93970 -22.92759 0.03834 0.2 0.0 -0.1
H 7.39263 -25.00271 -1.54264 -0.4 -1.2 0.3
H 7.11651 -24.89725 0.14146 0.1 -0.4 -0.4
C 12.79290 -8.29933 -10.01085 0.4 0.2 2.1
O 12.33311 -8.53466 -8.62984 0.2 0.4 -0.7
C 13.25207 -9.43812 -7.97887 -1.4 0.5 1.4
C 13.03296 -9.49710 -6.37510 1.0 2.1 -2.2
N 13.41403 -8.12911 -5.86663 -0.9 -1.1 0.5
C 13.08717 -7.88419 -4.44425 0.2 0.6 0.0
C 11.61123 -7.63535 -4.02178 1.5 -1.5 0.7
O 11.06831 -8.94750 -3.78461 -2.2 0.5 -1.9
C 9.66838 -8.91686 -4.19423 0.8 0.0 0.3
H 13.62387 -7.59424 -9.98986 0.4 0.0 0.2
H 12.04858 -7.76008 -10.59676 -0.4 -0.9 0.0
H 13.19974 -9.25746 -10.33424 -0.5 0.1 -0.9
H 14.24323 -9.04769 -8.20969 0.3 -0.5 0.3
H 13.02109 -10.41955 -8.39304 0.6 -0.3 0.0
H 13.78606 -10.19186 -6.00329 -0.3 -0.2 0.1
H 12.01312 -9.78471 -6.11957 0.0 -0.2 -0.1
H 12.96515 -7.44267 -6.45605 -0.1 0.1 -0.1
H 13.65891 -7.00465 -4.14823 0.1 0.1 0.1
H 13.50163 -8.73112 -3.89742 -0.2 0.0 0.2
H 11.16364 -6.99131 -4.77873 -0.6 -0.5 -0.3
H 11.42744 -7.19529 -3.04164 0.8 0.9 0.0
H 9.32171 -9.93948 -4.34311 0.0 0.1 0.1
H 9.54494 -8.31558 -5.09497 0.2 -0.4 -0.5
H 9.03560 -8.37448 -3.49172 0.0 -0.3 0.6
C 15.51116 -26.29319 1.26810 0.3 -0.1 -1.4
O 15.86085 -25.26046 0.28798 -0.5 -1.1 1.2
C 16.41707 -25.85185 -0.90094 -1.1 0.1 0.1
C 15.37942 -26.58686 -1.85287 0.6 0.5 -0.8
N 15.86858 -26.75718 -3.22405 0.8 -0.1 -1.1
C 14.88438 -27.21976 -4.20164 -0.5 0.6 -1.0
C 14.96856 -28.68930 -4.56419 -0.1 -2.5 0.4
O 16.31543 -29.09383 -4.47141 2.4 -0.6 -1.1
C 16.56357 -30.51442 -4.75900 -2.3 0.8 0.3
H 15.14044 -26.02268 2.25678 -0.2 1.2 -0.4
H 16.39847 -26.87952 1.50687 0.1 -0.3 -0.3
H 14.75132 -26.89135 0.76515 0.0 -0.5 0.4
H 17.22537 -26.51814 -0.59960 0.2 -0.1 -0.2
H 16.78772 -24.94371 -1.37633 0.2 -0.5 -0.6
H 14.56914 -25.88245 -2.04088 -0.5 -0.3 0.9
H 15.09306 -27.61275 -1.62124 -0.6 0.3 1.4
H 16.50822 -27.53435 -3.30751 0.9 0.3 0.7
H 15.04136 -26.77276 -5.18331 0.5 0.7 0.1
H 13.87107 -26.88860 -3.97443 -0.1 -0.3 0.4
H 14.60586 -29.00356 -5.54286 -0.2 1.0 -0.6
H 14.41831 -29.42352 -3.97576 -0.5 0.3 1.0
H 17.56054 -30.91059 -4.95186 0.4 1.1 0.9
H 16.06101 -30.85251 -5.66521 -0.5 0.4 -0.3
H 16.00947 -30.94839 -3.92668 0.6 -1.0 0.0
O 21.76123 -17.03049 0.81238 -0.9 0.2 0.3
C 20.70459 -17.38264 1.69437 -1.7 -1.4 0.3
C 19.59561 -16.36428 1.95242 1.1 2.8 -0.9
O 19.14473 -15.72215 0.73269 -0.4 -0.9 -0.1
H 21.99460 -16.11820 0.99912 0.3 0.1 0.1
H 20.08526 -18.18664 1.29674 0.7 -0.4 -1.0
H 21.07745 -17.85846 2.60138 0.2 0.6 0.4
H 19.99428 -15.48349 2.45578 0.2 -0.2 1.0
H 18.68485 -16.66244 2.47176 0.4 -0.6 0.0
H 19.91676 -15.39667 0.26405 0.1 -0.1 -0.1
O 18.90514 -16.12574 -6.85484 0.7 -1.1 0.5
C 19.36522 -17.31978 -6.11050 -2.0 1.7 0.3
C 18.24826 -17.93183 -5.19637 0.1 -1.0 -0.9
O 17.25263 -18.68835 -6.00470 1.5 1.0 1.1
H 17.94591 -16.10364 -6.88636 -0.1 -0.3 0.0
H 19.72624 -18.07729 -6.80616 -0.1 -0.1 -0.1
H 20.21006 -16.94403 -5.53331 -0.1 -0.2 0.2
H 17.66749 -17.33728 -4.49117 0.1 0.9 -0.7
H 18.75727 -18.58646 -4.48893 0.2 -0.6 -0.2
H 17.77568 -19.44073 -6.29097 -0.3 -0.3 -0.3
O 19.21090 -9.37982 -3.81137 1.1 0.2 0.8
C 19.28287 -10.26364 -2.66469 -2.6 1.0 0.5
C 19.52495 -9.58012 -1.26639 1.3 -1.2 -1.5
O 20.95046 -9.60363 -1.14822 0.1 1.1 0.6
H 18.44854 -8.83129 -3.61255 0.0 0.2 -0.4
H 18.23664 -10.56940 -2.65974 0.0 -1.3 0.5
H 19.97493 -11.07844 -2.87738 -0.1 0.3 0.2
H 19.14726 -10.11653 -0.39592 -0.4 -0.4 -0.4
H 19.11233 -8.57347 -1.19923 0.0 0.1 -0.3
H 21.20751 -8.67873 -1.15728 0.5 -0.1 0.0
O 20.44681 -15.07092 -12.32548 1.3 0.2 -0.7
C 19.49227 -15.80986 -13.03550 -2.3 0.1 0.4
C 18.40644 -14.89234 -13.62015 0.8 0.6 1.3
O 18.86057 -14.05380 -14.64894 0.0 -0.4 -1.4
H 20.07004 -14.81604 -11.48010 -0.1 0.0 0.0
H 19.81284 -16.46216 -13.84780 1.1 0.2 0.2
H 18.99825 -16.43102 -12.28837 -0.3 -0.5 -0.2
H 18.16260 -14.16901 -12.84205 -0.7 -0.4 0.7
H 17.52427 -15.47658 -13.88198 0.1 0.2 -0.5
H 19.70803 -13.68659 -14.38708 0.1 0.0 0.2
O 13.19465 -19.44670 -10.27933 -0.1 -1.0 0.4
C 13.24995 -18.53260 -11.33051 -1.4 1.8 0.3
C 13.05250 -17.09102 -10.71773 1.1 -2.2 -0.7
O 14.03518 -16.91135 -9.73057 0.2 1.7 -0.1
H 12.28383 -19.48732 -9.97873 0.0 -0.1 0.2
H 14.17067 -18.76427 -11.86597 0.0 0.7 0.0
H 12.39291 -18.58516 -12.00195 0.0 -0.7 -0.4
H 12.04960 -16.97846 -10.30587 -0.2 -0.4 0.3
H 13.04122 -16.40573 -11.56529 0.9 0.6 0.2
H 14.38126 -17.73614 -9.38194 -0.4 -0.4 -0.3
O 19.76322 -23.48664 -6.83563 0.0 0.3 -0.2
C 20.07910 -24.13834 -8.06634 1.6 1.5 -0.2
C 21.31957 -23.31411 -8.73827 -2.5 -2.3 -0.7
O 22.40802 -23.22400 -7.90318 0.5 0.2 0.7
H 19.16181 -24.04829 -6.34122 0.0 0.0 0.1
H 20.37884 -25.15184 -7.79976 0.3 -0.2 -0.5
H 19.23074 -24.16933 -8.75003 0.0 0.1 -0.1
H 20.99859 -22.39146 -9.22179 -0.2 0.5 0.8
H 21.57553 -23.92430 -9.60444 0.2 -0.3 -0.2
H 22.09530 -23.50206 -7.03918 0.1 0.2 0.4
O 26.15264 -8.87193 -5.65741 -1.0 0.6 -1.2
C 24.78632 -9.01881 -6.17984 0.9 -2.6 0.8
C 24.50393 -10.60069 -6.44253 1.5 0.0 -0.4
O 25.21265 -11.16861 -7.59711 -1.3 1.0 -0.1
H 26.32287 -9.32982 -4.83100 -0.7 -0.2 0.0
H 24.03773 -8.62085 -5.49475 0.0 -0.3 0.4
H 24.67190 -8.38551 -7.05958 0.5 -0.5 -0.2
H 23.45625 -10.90053 -6.46634 -0.3 0.7 -0.9
H 24.81341 -11.26482 -5.63552 0.4 0.8 0.8
H 26.03074 -11.63051 -7.39972 -0.1 0.3 0.6
```
Forces are in eV/Å.

***

No. 2
# C3H10OSSi

A structure of composition C3H10OSSi (ωB97M-V/def2-TZVPD, the OMol25 dataset).

## Properties
HOMO level, eV: -8.96
Relative energy (zero: lowest compared OMol25 entry of this formula, charge and spin), kJ/mol: 388.85

```
16
Properties=species:S:1:pos:R:3:forces:R:3
C -1.19744 -2.13161 0.49413 -0.6 -1.9 3.3
C -1.24532 -1.38182 -0.75236 -2.7 -0.6 -3.0
C -0.73897 -0.04147 -0.68106 3.9 3.6 0.6
O 0.85090 1.83473 0.81991 0.0 1.0 1.0
Si 0.98659 3.04379 -0.11381 -0.4 -0.2 -1.1
S -0.33995 1.10745 -1.83728 -1.2 -1.4 0.5
H -1.57153 -1.50225 1.34494 0.2 -0.5 -0.7
H -1.89862 -3.04344 0.47152 1.2 1.2 0.0
H -0.18932 -2.45301 0.84966 -0.6 0.1 -0.6
H -2.37048 -1.20480 -0.95951 1.3 -0.3 0.0
H -0.92369 -1.98693 -1.66150 -0.1 1.0 1.0
H 3.56602 -0.02194 1.29587 -2.5 -0.3 1.6
H -0.23352 0.31848 0.31774 -1.4 -0.6 -1.3
H 0.33009 4.46533 -0.31989 0.1 -1.5 0.7
H 2.13044 3.07878 -1.02580 0.3 0.1 -0.1
H 2.84480 -0.08128 1.75746 2.5 0.3 -1.6
```
Forces are in eV/Å.

***

No. 3
# C13H10BiN4O3S

A structure of composition C13H10BiN4O3S (ωB97M-V/def2-TZVPD, the OMol25 dataset).

## Properties
HOMO level, eV: -11.33
Charge: +1

```
32
Properties=species:S:1:pos:R:3:forces:R:3
Bi -0.07037 -0.05806 0.27043 -0.1 0.0 0.1
O -4.07073 -2.32117 0.81623 -0.1 0.0 0.0
C -4.23885 -2.80631 -0.44074 0.0 0.1 0.1
C -5.42010 -3.43044 -0.82510 0.0 0.0 0.0
C -5.55059 -3.94825 -2.10025 0.0 0.0 0.0
C -4.50574 -3.86159 -3.01417 0.0 0.0 0.1
C -3.33013 -3.25004 -2.63166 0.0 -0.1 0.0
C -3.18195 -2.70501 -1.35300 0.1 0.0 0.0
C -1.91787 -2.04434 -1.00522 -0.2 -0.2 -0.1
O -1.93681 -1.06370 -0.16392 0.0 0.1 0.1
N -0.82174 -2.47918 -1.60424 0.2 0.2 0.1
N 0.25938 -1.75162 -1.21631 0.0 -0.2 -0.1
C 1.42816 -2.06565 -1.62476 0.1 0.0 0.0
C 2.58228 -1.30248 -1.13431 -0.1 -0.1 -0.1
C 3.87672 -1.61757 -1.50286 0.0 0.1 0.0
C 4.91632 -0.87171 -0.96303 0.0 0.0 0.0
C 4.62820 0.15440 -0.08052 0.0 0.0 0.0
C 3.30195 0.40848 0.23326 0.0 0.0 0.0
N 2.30572 -0.30285 -0.28481 0.2 0.0 0.0
H -4.86372 -2.50281 1.33353 0.0 0.0 0.0
H -6.23442 -3.51201 -0.11516 0.0 0.0 0.0
H -6.47781 -4.42867 -2.38219 0.0 0.0 0.0
H -4.61129 -4.26546 -4.00982 0.0 0.0 0.0
H -2.50334 -3.17432 -3.32349 0.0 0.0 0.0
H 1.55737 -2.90546 -2.29891 0.0 0.0 0.0
H 4.06237 -2.43074 -2.18984 0.0 0.0 0.0
H 5.94010 -1.09495 -1.22925 0.0 0.0 0.0
H 5.40940 0.75219 0.36411 0.0 0.0 0.0
H 3.03167 1.19975 0.92092 0.0 0.0 0.0
O 0.10297 -2.95536 3.71440 0.1 0.0 0.1
S -0.50565 -2.20033 2.65758 -0.3 -0.1 0.0
N 0.41880 -1.28554 1.90913 0.3 0.2 -0.1
```
Forces are in eV/Å.

***

- What is the HOMO level in the first record?
  -8.70 eV